Record 1
A molecular structure, C64H135N7O6 in a non-equilibrium geometry, computed with wB97M-V/def2-TZVPD.

Values from the calculation:
**E_tot**: -3349.1095 Ha
**Maximum force**: 10.42 eV/Å

```
! wB97M-V def2-TZVPD RIJCOSX def2/J DEFGRID3
* xyz 6 1
C 2.74 -2.90 -4.11
H -2.10 -1.39 2.52
C -0.33 -3.01 0.69
H -2.23 4.36 4.17
H -3.37 1.16 -3.71
H 3.69 -3.42 -4.23
C -0.12 4.94 0.94
H 0.85 6.89 1.13
H -7.22 -3.21 -0.56
H -0.85 1.39 2.61
H 0.59 6.53 -0.47
C -3.04 -0.05 -0.09
C 0.23 3.30 4.43
H 1.43 -5.05 2.36
H 2.28 -3.63 2.89
H -2.54 -2.11 -2.16
C -2.57 4.53 -2.85
O 1.21 -0.73 -3.03
H 2.68 2.86 -3.12
C 2.14 -2.97 -2.70
H 3.79 4.05 0.97
H -0.91 0.60 -5.50
C 4.58 -1.50 -0.55
O 1.06 -1.28 -0.91
H -4.61 -2.03 -3.51
H 0.01 -1.19 2.84
H -3.49 -2.19 -0.79
C -0.37 2.31 2.26
C -0.57 3.57 3.16
H 4.05 -3.04 -1.69
H -2.58 4.01 2.51
C -0.83 0.28 -4.46
H 3.26 0.70 0.47
C 1.17 1.93 -4.01
C -0.64 -3.96 -2.35
C -5.38 -1.98 -2.73
H 2.88 3.66 4.61
H 3.48 4.72 -1.98
H -1.72 2.50 0.58
H -5.78 -3.76 0.13
H -0.75 -1.42 -4.91
H -0.16 2.52 5.07
N -0.02 4.78 2.41
H -1.80 -0.09 -4.13
C 3.28 -3.53 2.46
C 2.78 -1.06 1.89
H 0.46 4.06 5.18
H -5.54 -1.42 0.57
C 3.24 -2.39 1.41
H -0.50 -4.64 3.59
H -3.03 -1.04 -2.07
C -5.95 -1.60 -0.42
C -3.53 -1.14 -1.10
O 0.59 0.76 -0.24
H -3.28 -4.16 1.64
C -0.27 1.44 -3.57
H 0.28 -6.01 -2.46
H 3.93 -3.31 3.31
H -1.59 -1.53 0.75
H -4.24 -2.12 4.58
H -2.95 0.89 -0.64
H -2.21 -2.82 3.53
H -5.52 -3.42 2.06
H -1.18 -3.33 0.10
O 0.47 -0.83 1.25
H 1.42 2.77 -3.37
C 0.23 -2.25 3.00
H -0.07 -3.00 -5.05
H -0.76 -4.04 -1.27
C 4.49 2.85 -1.39
H 5.92 -2.34 -2.03
C 2.36 1.99 -2.54
H 0.31 -0.02 -1.98
H 1.19 2.33 -5.02
H 3.62 -1.94 -0.81
C -0.19 0.95 -2.08
H -4.83 -4.00 -2.06
H -3.82 0.13 0.64
C 4.55 -0.09 -1.09
H -6.40 0.58 -2.06
H -3.38 -2.63 0.83
C -1.98 2.55 -1.46
O 0.19 5.92 3.22
H 1.69 -3.63 0.51
H 4.39 0.83 4.87
H 1.94 1.16 -3.97
H -2.02 0.06 2.70
C 5.70 -2.38 -0.97
H 2.15 -3.46 -4.84
H 2.37 2.95 2.68
H -6.39 -3.96 -2.67
C -3.60 2.17 -3.40
C 1.87 1.91 5.43
H 0.27 -6.08 1.49
H -0.03 -2.41 4.04
H -6.27 -1.59 -3.21
H 1.81 -1.22 2.36
H -1.46 1.43 1.85
H 3.57 -4.49 2.05
C -2.07 3.61 3.39
N 3.15 2.09 -1.17
O -1.17 3.32 -5.01
C -2.29 2.96 -2.87
H 1.65 1.54 1.78
H 2.57 -2.78 0.65
H -0.30 1.59 0.13
C -0.65 2.42 0.73
H 0.56 1.51 -1.52
H -1.58 -4.30 -2.80
C 0.85 6.03 0.47
H -3.26 4.94 -2.11
C 0.77 -0.48 -0.02
C -1.48 1.10 -1.30
C -0.51 -2.53 -2.89
H -1.50 -5.25 2.22
C -2.13 -2.48 2.50
C -1.53 -1.71 -2.09
H 4.59 -0.08 2.57
H -5.07 1.07 -1.02
H -4.13 -3.85 4.25
H 0.53 -5.00 -3.83
C 2.35 2.94 -0.22
C 3.16 -2.41 -1.65
H 0.40 0.11 1.43
C 0.72 -4.12 0.51
H 1.90 5.76 0.45
H -2.35 4.70 0.71
H -5.70 -3.09 4.47
H -1.54 5.68 -0.56
C 3.20 4.19 0.07
C -4.83 -2.70 2.51
H 2.61 5.09 0.25
N 2.94 1.03 3.40
H -5.05 -1.68 2.22
H -2.69 2.56 -0.63
H -1.32 -1.67 -1.03
H 2.82 -2.33 -0.62
C -3.39 -3.09 1.82
H 5.54 0.31 -0.88
H -4.07 2.55 -4.30
H -1.31 3.28 -1.02
C -4.71 -2.95 4.04
C -5.35 0.42 -1.85
C -1.41 0.34 1.85
H -2.64 2.74 3.72
C -1.53 5.38 0.49
H 1.23 3.30 0.35
C 3.58 -0.32 2.89
C 0.52 -4.99 -2.74
H -0.93 -0.19 -0.23
C 3.97 1.67 4.32
H 0.85 0.73 3.90
N -0.78 -3.05 2.16
C -1.65 -0.46 0.54
H 0.13 3.80 -0.81
C 1.81 0.74 4.41
H 5.21 2.63 -0.60
H 3.36 2.01 1.52
H -4.44 2.18 -2.70
H 1.69 -4.37 -1.16
H 0.11 -2.06 0.39
N 0.89 -2.05 -2.65
H 0.96 2.48 5.27
H -1.25 0.93 -0.25
C 2.55 1.97 2.24
H 1.75 1.57 6.46
H -4.78 0.72 -2.73
H -1.59 -0.69 -2.48
H 5.58 -3.44 -0.73
H 5.00 4.91 -1.08
N -5.04 -1.05 -1.53
H 3.60 2.95 6.12
N -1.19 2.64 -3.78
H 4.95 2.51 -2.32
H 2.17 -0.15 4.92
H -1.63 5.06 -2.96
H 1.26 2.94 4.33
H 2.38 0.08 -0.84
H 2.87 -1.91 -4.54
H -2.28 0.41 -1.58
H 3.58 -1.47 -1.99
C 3.16 2.75 5.14
H 2.64 -5.07 -2.36
H 4.75 2.13 3.71
H 2.50 -0.42 1.06
H 4.21 -2.21 0.95
C 1.79 -4.41 -2.24
H 1.94 2.33 0.59
C -0.77 -2.41 -4.46
H -1.88 6.27 1.01
H 1.22 -2.51 2.61
H 4.49 -0.22 -2.18
C -6.14 -3.08 -0.64
H 1.43 3.23 -0.72
C 0.19 3.60 0.26
H 4.58 -1.31 0.52
H -3.09 4.92 -3.72
H -6.93 -1.11 -0.46
C 3.28 0.65 -0.62
C 0.53 -5.05 1.76
H -0.40 0.13 2.22
H 2.66 1.09 -3.08
H -1.77 -2.78 -4.70
H 3.62 -0.98 3.76
C -5.71 -3.35 -2.07
H -0.17 -0.58 -4.58
C 4.10 4.30 -1.19
H 0.61 -4.67 -0.43
H 0.65 1.95 2.33
H 6.57 -1.96 -0.46
H 1.29 2.03 -2.32
C -0.69 -4.57 2.52
*
```

Record 2
A molecular structure, C36H38HgO2P2 in a non-equilibrium geometry, computed with wB97M-V/def2-TZVPD.

Values from the calculation:
**E_tot**: -2380.9621 Ha
**Maximum force**: 1.82 eV/Å

```
! wB97M-V def2-TZVPD RIJCOSX def2/J DEFGRID3
* xyz 0 1
H 0.54 4.63 -1.45
C -0.88 -2.39 -1.74
H 2.30 -0.67 -6.26
H -2.14 3.48 7.30
C 0.48 0.00 9.14
H -1.98 1.43 8.37
H -1.95 -0.72 7.52
C -0.84 2.60 5.92
H 2.60 4.82 -0.05
C -2.19 0.07 6.79
C -2.74 0.70 4.41
H -0.06 1.33 -4.54
H -2.42 -6.16 -6.66
H 0.34 2.34 4.20
C -0.13 -4.69 -4.59
H 3.33 -0.02 5.44
H -2.36 -2.15 -5.08
C 1.10 2.75 -2.33
H 3.78 2.66 -8.58
H 1.57 0.33 5.27
H -2.15 2.34 3.15
C 3.05 0.90 -7.53
H -2.22 -3.98 -2.37
H -0.27 -6.65 -5.49
C -0.65 2.22 4.65
C 3.58 2.99 -6.45
P 2.02 0.37 -3.58
H -3.45 -3.89 -6.44
H 1.00 0.49 10.00
C -1.22 -1.54 0.50
H -0.93 -0.87 1.31
C 2.33 -0.45 5.29
C 3.21 2.45 -5.21
C -0.74 -3.42 -4.43
H -3.56 1.34 4.74
C -0.74 -5.66 -5.38
H -3.16 0.07 3.62
H 0.19 2.67 -2.90
C -1.94 -3.29 -1.57
H -1.12 0.93 3.04
C 3.50 2.23 -7.61
O 0.57 0.64 8.05
C 2.70 1.15 -5.14
H 0.33 -0.83 -0.83
H -1.60 -0.61 -4.12
C -2.53 1.39 7.42
H 3.98 1.04 -1.64
H 0.82 -4.90 -4.09
H -2.15 -1.28 5.15
C -2.23 -0.23 5.49
H 3.29 3.06 -4.31
C -2.66 -3.28 -0.37
C 1.30 3.85 -1.48
C 3.42 2.93 -0.76
C 2.45 3.95 -0.70
H 0.01 2.92 6.54
H -2.98 2.82 5.87
C 0.28 0.40 -4.06
H 4.32 3.00 -0.14
O -0.10 -1.08 9.42
H 2.99 0.30 -8.44
C 3.24 1.84 -1.60
C 2.09 1.77 -2.42
C -1.91 -3.14 -5.14
P 0.10 -2.24 -3.29
H -3.51 -3.96 -0.25
H 2.08 -1.11 6.13
Hg 2.13 -1.51 3.39
H 3.93 4.02 -6.50
H -2.87 -2.41 1.60
C -2.17 2.64 6.59
C -1.66 1.57 3.75
C -1.94 -5.39 -6.05
H -3.61 1.45 7.67
C -2.31 -2.42 0.67
C -0.50 -1.53 -0.69
C 2.66 0.36 -6.31
C -0.53 -0.67 -3.91
C -2.52 -4.13 -5.93
*
```

Record 3
15 unconnected molecules or ions with the total composition C19H68N4O15 in a non-equilibrium geometry, computed with wB97M-V/def2-TZVPD.

Values from the calculation:
**E_tot**: -2112.1312 Ha
**Energy above the lowest of the compared OMol25 structures with the same formula, charge and spin**: 0.0 kJ/mol
**Maximum force**: 6.31 eV/Å

```
! wB97M-V def2-TZVPD RIJCOSX def2/J DEFGRID3
* xyz 0 1
O 12.28 5.43 9.94
H 10.99 4.62 11.96
H 14.54 0.88 4.52
O 10.69 8.11 2.68
O 12.74 5.47 5.81
H 11.27 7.51 8.85
H 14.44 3.41 8.50
O 14.41 6.24 8.58
H 13.60 3.72 6.62
H 14.38 7.27 10.42
H 14.46 8.29 8.88
O 17.71 1.64 5.12
C 16.11 1.48 6.99
C 13.59 1.20 4.06
H 15.72 8.26 1.46
O 14.98 5.06 4.15
H 9.08 5.10 9.07
C 15.87 4.13 4.76
O 10.96 7.64 6.73
H 10.98 3.96 2.09
H 9.05 7.72 6.36
H 15.56 7.00 2.54
H 9.54 2.93 5.02
C 13.99 8.52 2.75
H 10.03 4.51 3.62
H 13.48 0.95 2.98
H 14.38 7.17 1.21
H 16.88 4.52 4.85
H 12.38 5.46 4.90
H 16.56 2.32 7.60
H 7.40 7.45 5.85
O 7.63 2.43 5.37
H 15.30 1.83 6.34
H 15.50 3.98 5.75
H 11.49 6.84 6.56
H 9.38 4.58 11.15
C 14.74 7.38 9.38
H 9.05 1.42 4.31
C 14.49 3.15 9.53
H 13.50 2.29 4.16
C 14.97 7.70 1.95
H 10.12 6.85 4.20
H 16.62 0.09 5.50
C 10.94 5.20 10.06
O 11.80 5.36 3.42
C 17.16 0.79 6.05
C 8.71 2.44 4.54
H 11.37 6.09 3.03
O 9.62 5.10 6.44
C 11.43 8.18 7.97
H 17.75 8.91 5.05
H 13.56 5.88 8.94
H 15.03 2.22 9.50
H 13.26 8.97 2.08
C 11.01 4.22 3.14
H 7.02 1.80 5.00
H 12.74 3.80 9.88
H 14.32 5.25 4.85
C 8.59 7.09 2.91
O 12.56 0.60 4.84
H 14.62 9.28 3.22
H 9.55 1.15 7.53
H 8.38 7.73 2.02
C 16.29 7.66 6.00
H 14.62 7.14 6.79
H 7.47 4.03 6.00
H 9.59 8.51 4.30
N 8.24 7.01 6.32
H 18.65 1.36 4.97
C 8.42 5.70 6.35
H 16.59 8.37 3.89
H 15.63 0.79 7.65
H 15.04 3.90 10.11
O 13.14 2.93 9.93
C 16.69 8.71 4.92
O 10.51 2.02 9.03
H 11.08 9.19 8.27
H 10.34 5.62 8.10
H 8.54 2.90 3.58
H 7.78 7.07 3.62
H 11.02 2.01 6.97
H 15.86 7.33 9.49
C 12.64 4.21 6.42
H 16.14 9.68 5.04
O 14.88 7.51 5.98
N 10.38 4.83 11.18
H 14.05 7.42 4.30
C 10.21 2.06 7.67
H 12.51 8.31 7.87
H 15.94 3.15 4.28
H 16.82 6.74 5.72
H 17.92 0.26 6.66
H 10.69 2.92 9.28
C 9.79 7.69 3.63
H 9.54 2.91 7.47
H 11.45 3.30 3.65
H 16.65 7.98 6.96
N 7.35 5.02 6.26
H 8.75 6.09 2.48
N 10.12 5.33 9.04
H 12.88 0.62 5.72
H 11.58 8.25 3.12
H 12.19 4.47 7.37
H 11.97 3.67 5.88
O 13.38 7.74 3.71
H 6.47 5.49 6.02
*
```